Here is C26H75HgN5O13 as an isolated structure at a distorted geometry from the Open Molecules 2025 dataset. Energies are from ωB97M-V with the def2-TZVPD basis set.

The geometry in XYZ format:
```
120
Properties=species:S:1:pos:R:3:forces:R:3:mulliken_charge:R:1
Hg 8.44883 -34.74466 -9.36294 -0.9654 0.0366 -0.8700 -2.882
C 10.17212 -34.33845 -11.44682 0.5082 1.3157 -0.7023 0.226
O 9.12248 -33.66838 -11.38967 -3.2189 2.7833 -0.0154 -0.530
O 11.11712 -33.97840 -12.17202 2.0747 0.5329 -1.9704 -0.674
O 10.23382 -35.33657 -10.72683 0.9153 -3.9871 2.5957 0.078
C 12.66487 -36.05854 -14.53898 1.1209 0.9855 0.5861 -0.765
O 11.38085 -36.24731 -13.99970 0.0469 -0.6687 -0.8520 -0.551
H 13.13534 -36.94320 -14.96808 -0.5202 -0.2324 0.0102 0.324
H 12.75403 -35.22764 -15.23881 -0.5909 -0.0580 -0.7191 0.308
H 13.33201 -35.68396 -13.76262 0.2129 -0.4515 0.4102 0.182
H 11.29956 -35.56271 -13.33162 -0.2307 0.5822 0.6483 0.166
C 10.47352 -33.06310 -15.21059 0.1494 0.5969 -0.0289 -0.339
O 9.46916 -32.48373 -14.40081 -0.5553 -0.0301 -0.2775 -0.611
H 11.39560 -32.50713 -15.04104 0.3906 -0.2433 -0.0293 0.255
H 10.62720 -34.12840 -15.03851 -0.0832 0.0320 0.0806 -0.035
H 10.19323 -32.89735 -16.25081 -0.1175 -0.0953 -0.0685 0.368
H 9.56624 -32.82877 -13.51024 0.1773 -0.2429 0.5179 0.086
C 11.73205 -30.60451 -11.37329 0.0774 -0.6059 0.5610 0.532
O 12.40687 -31.41335 -12.27965 0.8139 0.4037 -0.8185 -0.672
H 10.68026 -30.49781 -11.63870 -0.1599 0.3815 -0.0395 -0.520
H 11.77701 -31.11687 -10.41226 -0.2289 0.3122 0.5748 -0.303
H 12.24986 -29.64951 -11.28409 -0.1989 0.0839 -0.1291 0.395
H 12.00633 -32.28495 -12.24115 -0.4420 -0.8144 -0.1755 0.222
C 9.92892 -32.25208 -8.01407 -0.1544 0.5477 0.0428 -0.682
O 9.88208 -33.65492 -7.78507 0.1414 0.3259 -0.0502 1.359
H 10.84290 -31.88013 -7.55104 -0.1283 0.4173 -0.2979 0.219
H 9.86174 -32.02800 -9.07867 0.5772 -0.3552 -0.1320 -0.213
H 9.04564 -31.74653 -7.62376 0.1260 -0.0994 0.5524 0.362
H 10.42643 -33.83488 -7.01506 -0.0424 -0.3029 0.2969 -0.142
C 6.42075 -31.93754 -8.29903 0.0446 0.2599 -0.3624 -2.210
O 7.24556 -32.62048 -9.25653 -0.4856 -0.1275 1.5352 1.645
H 5.82874 -31.20538 -8.84818 -0.5045 -0.2093 0.1190 0.180
H 5.84201 -32.62972 -7.68744 -0.3292 -0.2754 -0.6734 0.226
H 6.91085 -31.36603 -7.51082 0.9484 0.0892 -0.2126 0.283
H 7.47852 -32.02995 -9.97668 -0.2177 0.6738 -0.5254 -0.013
C 11.14256 -38.96650 -11.90751 0.3059 -0.8147 -0.0557 -1.042
C 9.61803 -38.94868 -11.89499 -0.1555 -1.0521 0.3164 -0.156
C 8.95888 -39.32932 -10.53935 1.0275 1.9452 -1.2490 1.892
O 9.36993 -40.57120 -10.12227 1.4864 -0.7240 -2.6295 -0.520
C 8.83744 -40.92974 -8.94492 -0.1268 -0.9847 1.4662 -0.565
N 9.16905 -37.63128 -12.33410 -0.6987 -0.6694 0.3775 -0.368
H 11.56293 -38.35830 -11.10658 0.0045 0.4951 -0.2952 0.158
H 11.44296 -38.65253 -12.90715 0.2084 0.6229 0.2525 0.244
H 11.64953 -39.92610 -11.80631 -0.4977 -0.4654 0.2836 0.375
H 9.25355 -39.70896 -12.58581 -0.0249 -0.0190 -0.3516 0.565
H 7.87780 -39.23153 -10.63835 -0.3216 -0.1536 0.0566 -0.411
H 9.31119 -38.56788 -9.84351 -0.2189 0.2662 0.5174 -1.118
H 7.75713 -40.98249 -9.07997 -0.4035 0.3808 0.9231 0.268
H 9.27489 -40.27510 -8.19115 -0.9022 0.3765 0.7008 0.167
H 9.17865 -41.92544 -8.66160 0.0455 -0.2118 -0.2399 0.263
H 9.48247 -37.51644 -13.28734 0.0654 0.2089 -0.1671 0.407
H 9.72435 -36.98554 -11.79118 0.0482 0.7540 0.1241 -0.387
C 15.46613 -34.23172 -10.73356 1.1205 0.4769 -0.2749 -1.776
C 14.26198 -34.86790 -10.05866 -0.1849 -0.1749 -1.0246 0.585
C 13.44168 -33.87116 -9.30730 0.2287 -1.0549 1.0310 0.403
O 14.28056 -33.39106 -8.32479 2.4453 2.7952 0.7213 -0.467
C 13.92345 -32.10114 -7.86982 -0.9466 -1.1014 0.9075 -0.504
N 13.34873 -35.47433 -11.02154 0.1742 -1.0379 0.1078 -0.434
H 15.24447 -33.44557 -11.45531 -0.5279 -0.1046 -0.1765 0.287
H 16.14006 -34.93039 -11.22934 -0.5685 -0.5387 -0.3349 0.399
H 16.19552 -33.75495 -10.07875 -0.4599 0.1201 0.7453 0.388
H 14.64752 -35.63630 -9.38858 -0.1355 -0.1048 0.1471 0.406
H 12.70512 -34.32422 -8.64374 -1.2015 -0.5713 -1.0717 -0.112
H 13.01195 -33.18547 -10.03755 0.0078 0.6086 0.2713 0.096
H 12.98562 -32.29677 -7.34991 -0.6282 0.6624 0.1443 0.092
H 13.74570 -31.36477 -8.65358 0.3025 0.0008 -0.1562 0.265
H 14.57829 -31.75041 -7.07216 0.4735 -0.0386 -0.4389 0.317
H 12.63366 -35.90499 -10.45294 -0.1554 -0.8480 0.1590 0.118
H 12.71449 -34.78821 -11.40500 0.1818 0.8039 -0.7938 -0.089
C 6.54242 -37.43622 -7.86751 -0.3772 -1.7509 -1.1908 -0.516
C 7.19445 -36.40418 -7.06136 0.4601 -0.4965 1.3303 -0.309
C 8.70761 -36.64713 -6.89915 -0.5969 -0.2602 -0.0206 -2.923
O 9.37796 -36.53791 -8.17029 -0.6964 -0.7776 0.8366 3.214
C 10.69490 -37.02173 -8.14451 0.5825 -0.3073 0.6072 -0.826
N 6.90831 -35.08455 -7.52995 0.9601 0.7568 -0.8086 5.304
H 6.55989 -38.41559 -7.38934 0.3589 -0.1315 0.3145 0.383
H 7.04657 -37.57677 -8.82364 -0.2043 0.1146 -0.1595 -0.503
H 5.47532 -37.30037 -8.04338 0.0700 0.5643 -0.0900 0.543
H 6.71293 -36.41462 -6.08354 0.5023 -0.5659 0.7076 -0.241
H 8.79866 -37.63744 -6.45294 0.1874 -0.5622 -0.4547 0.587
H 9.17110 -36.02945 -6.12991 -0.0236 0.7369 -0.1952 0.555
H 11.11896 -37.22824 -9.12717 -0.5310 0.3403 -0.1375 -0.193
H 10.69109 -37.95253 -7.57734 0.2012 -0.2233 0.0592 0.410
H 11.34585 -36.31540 -7.62927 0.1770 0.1244 0.0527 0.281
H 5.90577 -34.96873 -7.57023 -0.6682 0.1151 -0.3003 -0.737
H 7.17601 -34.54773 -6.71740 0.2446 1.3204 0.3145 -1.290
C 8.28363 -29.09056 -13.09740 -0.4520 0.0673 0.6523 -1.489
C 7.60410 -29.42180 -11.73654 0.2677 0.7364 -0.8619 0.123
C 6.14898 -28.90229 -11.66795 -0.1726 1.1138 0.4149 -0.793
O 6.06377 -27.49547 -11.95071 1.2649 -0.2684 0.4311 -0.324
C 4.77067 -26.96803 -11.98183 -0.1105 -0.6701 -1.0212 -0.781
N 7.52712 -30.84142 -11.50589 -0.8217 -0.4307 0.3942 0.005
H 8.44411 -28.01267 -13.11916 0.0451 -0.0208 -0.4067 0.391
H 7.67507 -29.42674 -13.93690 -0.2739 0.2075 -0.0342 0.353
H 9.22331 -29.62710 -13.22867 0.1088 0.0879 0.3319 0.362
H 8.20179 -28.93455 -10.96619 -0.1070 -0.0486 0.2548 0.355
H 5.68116 -29.01169 -10.68954 0.3925 -0.4514 0.4552 0.312
H 5.49251 -29.47443 -12.32354 0.0475 -0.1036 -0.6329 0.433
H 4.31743 -27.46231 -12.84112 -0.7573 0.2888 -0.2240 0.340
H 4.82317 -25.89388 -12.15938 0.1165 -0.0969 0.0652 0.240
H 4.13184 -27.17143 -11.12240 0.2438 -0.0946 0.4583 0.285
H 8.39353 -31.36012 -11.52555 0.5347 0.1064 -0.3877 -0.255
H 6.97192 -31.17774 -12.27967 -0.0088 -0.7152 -0.0476 0.135
C 5.10646 -34.55427 -11.82285 -0.4309 -0.9682 0.0126 -1.743
C 5.60932 -35.81447 -11.04007 -1.7372 0.8190 -0.4701 1.461
C 5.09710 -37.16050 -11.58506 0.0033 0.7740 0.8077 -1.152
O 5.11860 -38.06593 -10.47008 -0.1947 0.7645 -0.6208 -0.148
C 4.84720 -39.36422 -10.88968 -0.7115 -0.3682 -0.2451 -0.938
N 7.02479 -35.80420 -10.99992 1.4450 -0.3140 -0.6276 -0.211
H 4.02577 -34.54173 -11.96449 -0.2022 -0.2338 0.3330 0.546
H 5.48196 -34.58143 -12.84577 0.4320 0.1685 -0.0091 0.475
H 5.35024 -33.61217 -11.33183 0.4187 -0.1775 0.0305 0.153
H 5.25919 -35.74179 -10.01040 -0.3940 -0.0570 0.0703 -0.177
H 5.71128 -37.55339 -12.39532 0.3699 0.0649 -0.0935 0.431
H 4.10558 -37.00485 -12.01023 -0.4979 -0.3661 0.2626 0.418
H 5.73529 -39.84758 -11.29679 0.0776 -0.2173 -0.0058 0.300
H 4.06945 -39.33767 -11.65290 -0.0516 -0.1492 -0.3788 0.378
H 4.39503 -39.94060 -10.08255 0.4368 -0.0025 0.2790 0.225
H 7.36760 -35.33070 -11.82356 0.3455 0.7099 -0.0972 0.040
H 7.34312 -36.73124 -11.24356 0.6081 -0.5610 0.4714 -0.510
```
Forces are in eV/Å.

⟨S²⟩ = 0.750
Total charge = -1
Largest force on an atom = 0.094 hartree/bohr
HOMO-LUMO gap (alpha / beta) = 2.87 / 7.98 eV
Multiplicity = 2